Record 1
Here is C15H44AsBNO5 as an isolated structure in a non-equilibrium geometry from OMol25. Energies are from ωB97M-V with the def2-TZVPD basis set.

Values from the calculation:
2S+1: 1
Net charge: -1

Cartesian coordinates (Å):
H -6.59 -2.08 3.85
H 1.96 0.15 -2.42
H -0.83 -1.31 -2.99
O 1.47 -0.43 4.51
H 2.87 -3.73 -0.67
H 0.69 2.93 -0.61
H 4.84 5.27 2.14
As -1.01 0.87 -1.20
H -6.51 -1.24 1.49
C -4.48 -0.17 -3.58
H -0.62 -1.07 1.96
C -6.93 -2.71 3.02
H 4.65 1.81 -2.33
H 4.20 4.80 3.71
C -0.35 -0.83 3.00
C 4.50 -1.84 -2.79
H -5.19 -1.85 -1.82
H 4.90 -2.43 -3.75
H 2.79 4.38 1.02
H 2.21 2.04 -2.37
H -0.77 -1.60 3.65
H 3.98 2.57 2.86
O -4.85 -2.38 1.86
C 4.40 -0.26 -3.25
H -4.64 -3.31 2.06
H 5.35 -2.01 -1.97
H -3.81 0.32 -4.41
H 3.91 -2.19 -0.33
H 5.42 -0.02 -3.82
H 2.13 3.91 2.60
H 4.69 0.43 -0.98
C -6.26 -2.28 1.73
H -6.66 -3.74 3.27
C 2.55 1.02 -1.86
H -0.35 -0.47 -0.76
N -3.88 -0.05 -2.17
H -6.58 -2.91 0.89
B -2.38 -0.20 -2.32
C 0.49 1.83 -0.20
C 4.17 0.79 -1.97
O 3.21 -2.45 -2.44
H -0.16 0.96 -2.51
C 3.03 -2.59 -0.99
H 1.11 -1.13 5.07
H -5.54 0.37 -3.59
H -8.02 -2.64 2.93
H -0.83 0.12 3.27
C 1.15 -0.74 3.17
H 1.63 -1.69 2.90
O -1.77 -1.12 -3.34
H -1.65 2.24 -1.60
H 0.26 1.96 0.96
H 2.02 -2.03 -0.72
H -4.68 -1.29 -3.89
H 3.39 6.07 2.78
C 1.96 1.05 -0.33
O 3.76 2.84 1.95
H 2.75 1.61 0.36
H 1.56 0.04 2.52
C 3.92 5.12 2.71
H -1.93 0.85 0.06
H 1.85 -0.03 0.15
H -5.07 -0.59 -0.42
C 3.05 4.07 2.04
H -3.59 -1.80 -0.81
H 3.52 -0.10 -4.01
C -4.44 -1.13 -1.27



Record 2
Here is B4CsF8H8 as an isolated structure in a non-equilibrium geometry from OMol25. Energies are from ωB97M-V with the def2-TZVPD basis set.

Values from the calculation:
2S+1: 1
Net charge: -3
Energy above the lowest of the compared OMol25 structures with the same formula, charge and spin in kJ/mol: 0.0

Cartesian coordinates (Å):
H -1.35 1.97 1.19
F -1.19 -2.68 0.83
F 2.85 1.63 -4.74
F 1.14 0.35 -3.63
F 3.32 0.23 -2.98
H 0.79 1.48 1.97
H -3.33 1.60 1.38
H 1.94 0.50 3.22
H -1.84 0.48 2.28
B -2.23 1.56 1.93
B -1.40 -3.15 -0.45
B 2.34 1.07 -3.56
H 0.26 -0.32 2.44
F -1.02 -2.21 -1.45
H -2.24 2.35 2.87
F -2.76 -3.51 -0.64
F 2.04 2.13 -2.65
H 1.84 0.04 1.30
F -0.61 -4.32 -0.70
B 1.20 0.39 2.24
Cs 0.24 0.42 -0.82



Record 3
Here is a 2-piece molecular cluster, BH4NS overall in a non-equilibrium geometry from OMol25. Energies are from ωB97M-V with the def2-TZVPD basis set.

Values from the calculation:
2S+1: 1
Energy above the lowest of the compared OMol25 structures with the same formula, charge and spin in kJ/mol: 178.7

Cartesian coordinates (Å):
S 1.67 -0.16 -0.62
N -1.08 -0.02 -0.46
H 2.27 -0.06 0.50
H -1.99 0.22 -0.30
B 0.09 0.18 0.22
H -1.17 -0.52 -1.28
H 0.21 0.37 1.94



no.,E_LUMO (eV)
1,2.67
2,6.32
3,0.62